Record 1
{"formula": "C5H3F2NO5S", "method": "ωB97M-V with the def2-TZVPD basis set", "homo_energy_ev": -10.492, "gap_ha": 0.3985, "charge": 0, "e_lumo_ev": 0.35, "smiles": "O=C1OC[C@@](S)(N(C(=O)F)C(=O)F)O1", "symbols": ["O", "C", "O", "C", "C", "S", "N", "C", "O", "F", "C", "O", "F", "O", "H", "H", "H"], "coordinates": [[-1.526, 2.773, 1.575], [-1.153, 2.070, 0.689], [-0.507, 2.429, -0.458], [0.499, 1.413, -0.491], [-0.367, 0.177, -0.250], [-1.355, -0.374, -1.662], [0.470, -0.839, 0.423], [1.271, -1.548, -0.449], [1.806, -1.124, -1.427], [1.412, -2.800, -0.057], [-0.246, -1.651, 1.353], [-1.381, -1.996, 1.286], [0.526, -1.933, 2.378], [-1.295, 0.688, 0.657], [1.159, 1.428, -1.339], [1.104, 1.591, 0.394], [-0.419, -0.304, -2.623]]}


Record 2
{"formula": "C8H14NO2", "method": "ωB97M-V with the def2-TZVPD basis set", "relative_energy_kcal_mol": 80.3, "homo_energy_ev": -12.434, "gap_ha": 0.3144, "charge": 1, "e_lumo_ev": -3.88, "symbols": ["C", "C", "C", "C", "C", "C", "C", "C", "N", "O", "O", "H", "H", "H", "H", "H", "H", "H", "H", "H", "H", "H", "H", "H", "H"], "coordinates": [[2.831, -1.262, 2.388], [1.907, -1.099, 1.433], [0.498, -1.071, 1.705], [-0.949, 0.821, 0.331], [-0.252, 0.184, -3.168], [-0.482, 2.506, -2.187], [-1.300, -1.756, 3.050], [-0.896, 1.048, -2.099], [-0.454, 0.474, -0.775], [-1.586, 1.334, 1.136], [0.056, -1.851, 2.629], [3.880, -1.104, 2.204], [2.551, -1.513, 3.399], [2.213, -0.796, 0.439], [0.831, 0.274, -3.136], [-0.533, -0.860, -3.055], [-0.586, 0.512, -4.149], [0.597, 2.612, -2.099], [-0.962, 3.099, -1.411], [-0.786, 2.907, -3.150], [-1.366, -2.309, 3.988], [-1.599, -0.718, 3.199], [-1.956, -2.225, 2.313], [-1.986, 0.960, -2.141], [0.329, -0.169, -0.841]]}


Record 3
{"formula": "C2H9N2S2", "method": "ωB97M-V with the def2-TZVPD basis set", "relative_energy_kcal_mol": 93.2, "homo_energy_ev": -10.773, "gap_ha": 0.2340, "charge": 1, "e_lumo_ev": -4.41, "symbols": ["C", "C", "N", "N", "S", "S", "H", "H", "H", "H", "H", "H", "H", "H", "H"], "coordinates": [[-1.697, 1.401, -1.101], [0.565, -0.786, 1.400], [-0.897, 0.730, -1.899], [1.729, -1.355, 2.205], [-2.795, 2.622, -1.545], [1.169, -0.929, -0.364], [-1.727, 1.281, -0.016], [0.612, 0.462, 1.479], [-0.292, 0.021, -1.360], [-0.881, 1.136, -2.807], [1.677, -2.423, 2.157], [1.664, -1.050, 3.199], [2.663, -1.116, 1.922], [-2.926, 2.274, -2.824], [1.135, -2.268, -0.446]]}


Record 4
{"formula": "C45H75F40N5O10", "method": "ωB97M-V with the def2-TZVPD basis set", "relative_energy_kcal_mol": 7.4, "homo_energy_ev": -9.081, "gap_ha": 0.3503, "charge": 0, "e_lumo_ev": 0.45, "smiles": "FC(F)C(F)(F)COC(F)(F)C(F)F.FC(F)C(F)(F)COC(F)(F)C(F)F.FC(F)C(F)(F)COC(F)(F)C(F)F.FC(F)C(F)(F)COC(F)(F)C(F)F.FC(F)C(F)(F)COC(F)(F)C(F)F.COC[C@H](C)N.COC[C@H](C)N.COC[C@H](C)N.COC[C@H](C)N.COC[C@H](C)N", "symbols": ["C", "C", "C", "O", "C", "N", "H", "H", "H", "H", "H", "H", "H", "H", "H", "H", "H", "C", "C", "C", "O", "C", "N", "H", "H", "H", "H", "H", "H", "H", "H", "H", "H", "H", "C", "C", "C", "O", "C", "N", "H", "H", "H", "H", "H", "H", "H", "H", "H", "H", "H", "C", "C", "C", "O", "C", "N", "H", "H", "H", "H", "H", "H", "H", "H", "H", "H", "H", "C", "C", "C", "O", "C", "N", "H", "H", "H", "H", "H", "H", "H", "H", "H", "H", "H", "C", "C", "C", "F", "F", "F", "F", "O", "C", "C", "F", "F", "F", "F", "H", "H", "H", "H", "C", "C", "C", "F", "F", "F", "F", "O", "C", "C", "F", "F", "F", "F", "H", "H", "H", "H", "C", "C", "C", "F", "F", "F", "F", "O", "C", "C", "F", "F", "F", "F", "H", "H", "H", "H", "C", "C", "C", "F", "F", "F", "F", "O", "C", "C", "F", "F", "F", "F", "H", "H", "H", "H", "C", "C", "C", "F", "F", "F", "F", "O", "C", "C", "F", "F", "F", "F", "H", "H", "H", "H"], "coordinates": [[-15.729, 13.524, 24.634], [-15.467, 15.044, 24.620], [-15.727, 15.701, 25.960], [-17.107, 15.725, 26.167], [-17.445, 16.572, 27.217], [-14.074, 15.266, 24.262], [-16.672, 13.275, 25.116], [-14.894, 13.076, 25.193], [-15.697, 13.020, 23.657], [-16.263, 15.489, 23.911], [-15.202, 16.616, 25.905], [-15.262, 15.051, 26.789], [-16.889, 16.289, 28.117], [-18.553, 16.554, 27.384], [-17.203, 17.661, 27.018], [-13.832, 14.704, 23.455], [-13.857, 16.247, 24.074], [-17.013, 11.137, 20.233], [-17.363, 11.794, 21.533], [-17.715, 13.263, 21.472], [-16.462, 13.976, 21.253], [-16.545, 15.355, 21.452], [-18.595, 11.157, 22.048], [-16.653, 10.075, 20.374], [-16.312, 11.794, 19.662], [-17.909, 11.066, 19.609], [-16.603, 11.703, 22.341], [-18.019, 13.475, 22.521], [-18.476, 13.585, 20.716], [-16.731, 15.821, 20.442], [-15.580, 15.736, 21.784], [-17.359, 15.600, 22.139], [-18.474, 10.139, 22.026], [-18.804, 11.448, 22.979], [-18.300, 5.398, 24.423], [-19.122, 5.434, 23.142], [-19.924, 6.739, 23.070], [-20.678, 6.673, 21.888], [-21.555, 7.851, 21.807], [-18.215, 5.190, 22.026], [-17.608, 4.524, 24.455], [-18.904, 5.196, 25.267], [-17.860, 6.391, 24.632], [-19.930, 4.677, 23.209], [-19.163, 7.551, 23.007], [-20.598, 6.816, 23.964], [-21.004, 8.699, 21.439], [-22.001, 8.043, 22.800], [-22.395, 7.655, 21.130], [-18.831, 5.118, 21.221], [-17.492, 5.920, 21.923], [-8.511, 8.766, 17.921], [-9.166, 7.644, 17.075], [-8.574, 6.314, 17.539], [-7.200, 6.133, 17.278], [-6.738, 4.920, 17.876], [-10.550, 7.605, 17.423], [-8.817, 8.661, 18.942], [-8.816, 9.736, 17.518], [-7.426, 8.785, 17.908], [-8.920, 7.755, 16.064], [-9.102, 5.479, 17.056], [-8.809, 6.356, 18.622], [-6.721, 4.968, 18.990], [-5.736, 4.731, 17.535], [-7.355, 4.119, 17.525], [-10.945, 8.550, 17.364], [-11.124, 7.049, 16.787], [-12.998, 12.081, 20.675], [-11.525, 12.332, 21.038], [-11.219, 11.865, 22.433], [-12.038, 12.546, 23.380], [-11.402, 13.287, 24.364], [-10.706, 11.639, 20.040], [-13.462, 12.585, 21.490], [-13.346, 11.053, 20.725], [-13.256, 12.490, 19.751], [-11.341, 13.400, 20.966], [-10.127, 12.099, 22.593], [-11.353, 10.718, 22.588], [-10.855, 14.084, 23.903], [-10.710, 12.607, 24.903], [-12.127, 13.686, 25.083], [-9.725, 11.688, 20.188], [-10.975, 10.664, 20.074], [-14.898, 3.350, 21.492], [-15.540, 2.350, 20.545], [-15.741, 2.926, 19.089], [-16.776, 3.865, 19.225], [-14.683, 3.526, 18.618], [-14.736, 1.290, 20.532], [-16.720, 1.966, 21.076], [-14.650, 2.637, 22.739], [-14.363, 3.500, 23.731], [-14.097, 2.567, 25.039], [-12.949, 1.940, 24.765], [-13.975, 3.305, 26.192], [-13.214, 4.286, 23.527], [-15.347, 4.382, 23.977], [-15.666, 4.128, 21.718], [-13.857, 3.600, 21.065], [-16.115, 2.145, 18.427], [-14.919, 1.813, 25.156], [-9.228, 8.258, 25.341], [-9.509, 9.687, 25.808], [-9.479, 9.897, 27.352], [-10.593, 9.287, 27.836], [-8.376, 9.474, 27.938], [-8.544, 10.521, 25.327], [-10.758, 10.205, 25.429], [-9.565, 8.151, 23.993], [-9.310, 6.882, 23.488], [-10.114, 6.898, 22.143], [-9.612, 7.911, 21.268], [-9.997, 5.722, 21.465], [-8.005, 6.714, 23.203], [-9.714, 5.886, 24.273], [-9.865, 7.581, 25.929], [-8.182, 8.056, 25.550], [-9.546, 10.964, 27.565], [-11.160, 7.116, 22.376], [-17.499, 8.832, 16.320], [-16.559, 10.070, 16.100], [-15.001, 9.780, 16.045], [-14.478, 9.733, 17.351], [-14.764, 8.620, 15.428], [-16.785, 10.485, 14.831], [-16.926, 11.095, 16.932], [-17.202, 8.343, 17.628], [-17.969, 7.353, 18.131], [-19.288, 7.799, 18.787], [-18.989, 8.447, 19.976], [-19.892, 8.756, 18.055], [-18.383, 6.402, 17.236], [-17.149, 6.754, 19.042], [-17.370, 8.095, 15.508], [-18.525, 9.207, 16.277], [-14.493, 10.637, 15.593], [-19.869, 6.878, 19.038], [-16.316, 10.762, 27.587], [-16.383, 11.541, 28.895], [-15.122, 12.290, 29.109], [-15.144, 13.181, 28.115], [-15.151, 13.003, 30.257], [-17.428, 12.476, 28.753], [-16.642, 10.864, 29.992], [-17.620, 10.299, 27.271], [-17.816, 8.968, 27.350], [-19.297, 8.758, 26.986], [-19.396, 7.462, 26.536], [-20.059, 8.895, 28.091], [-16.955, 8.341, 26.478], [-17.582, 8.454, 28.615], [-15.662, 9.881, 27.738], [-16.022, 11.340, 26.703], [-14.212, 11.657, 29.070], [-19.579, 9.427, 26.192], [-14.618, 7.799, 23.505], [-13.691, 8.676, 24.309], [-14.132, 10.218, 24.276], [-15.467, 10.394, 24.250], [-13.751, 10.885, 25.416], [-13.641, 8.289, 25.565], [-12.434, 8.575, 23.756], [-14.675, 8.267, 22.150], [-14.270, 7.367, 21.243], [-13.980, 8.039, 19.854], [-12.865, 8.758, 20.079], [-13.854, 7.055, 18.907], [-13.118, 6.713, 21.561], [-15.214, 6.381, 21.068], [-15.604, 7.649, 23.953], [-14.176, 6.814, 23.433], [-13.632, 10.777, 23.478], [-14.878, 8.650, 19.557]]}


Record 5
{"formula": "CH3FN2", "method": "ωB97M-V with the def2-TZVPD basis set", "relative_energy_kcal_mol": 63.8, "homo_energy_ev": -10.468, "gap_ha": 0.4251, "charge": 0, "e_lumo_ev": 1.10, "smiles": "C#N.NF", "symbols": ["C", "N", "N", "F", "H", "H", "H"], "coordinates": [[-2.007, 0.732, -0.490], [1.346, 0.386, 0.657], [-1.826, -0.297, -0.027], [2.115, 0.536, -0.588], [-2.421, 1.500, -1.114], [0.609, -0.285, 0.487], [2.167, 0.028, 1.156]]}


Record 6
{"formula": "C31H33FI2N5O6Pb", "method": "ωB97M-V with the def2-TZVPD basis set", "relative_energy_kcal_mol": 5.3, "homo_energy_ev": -4.722, "gap_ha": 0.2496, "charge": -1, "e_lumo_ev": 2.07, "symbols": ["Pb", "I", "C", "C", "C", "I", "C", "O", "C", "C", "N", "C", "C", "C", "C", "C", "C", "N", "C", "H", "H", "H", "H", "H", "H", "H", "H", "H", "H", "H", "F", "C", "C", "N", "C", "C", "O", "O", "C", "O", "N", "C", "O", "H", "H", "H", "H", "C", "N", "C", "C", "C", "C", "C", "C", "C", "C", "H", "H", "H", "H", "H", "H", "H", "H", "H", "H", "H", "H", "C", "O", "C", "C", "H", "H", "H", "H", "H", "H"], "coordinates": [[9.847, 13.659, 9.186], [6.810, 20.328, 13.240], [7.365, 18.846, 11.743], [7.329, 19.194, 10.404], [7.536, 18.204, 9.422], [7.405, 18.759, 7.336], [7.848, 16.849, 9.743], [8.160, 16.037, 8.859], [7.856, 16.576, 11.177], [8.181, 15.200, 11.662], [9.576, 14.777, 11.469], [10.560, 15.726, 11.880], [11.799, 15.683, 10.933], [12.963, 16.219, 11.407], [14.116, 16.246, 10.574], [13.906, 15.849, 9.268], [12.727, 15.304, 8.853], [11.658, 15.238, 9.699], [7.632, 17.565, 12.100], [7.073, 20.194, 10.060], [7.931, 15.135, 12.720], [7.552, 14.479, 11.136], [9.723, 13.859, 11.914], [10.083, 16.691, 11.796], [10.911, 15.687, 12.893], [13.091, 16.644, 12.398], [15.044, 16.712, 11.024], [14.684, 15.970, 8.506], [12.498, 14.855, 7.907], [7.621, 17.274, 13.193], [5.968, 13.865, 7.796], [6.745, 13.818, 6.771], [7.651, 14.795, 6.536], [8.527, 14.679, 5.464], [9.630, 15.599, 5.350], [10.796, 15.360, 6.243], [11.649, 16.268, 6.277], [10.806, 14.228, 6.821], [8.584, 13.568, 4.613], [9.348, 13.562, 3.627], [7.653, 12.623, 4.941], [6.741, 12.601, 6.015], [6.110, 11.566, 6.138], [7.665, 15.721, 7.105], [9.203, 16.573, 5.559], [9.862, 15.591, 4.301], [7.686, 11.857, 4.334], [13.404, 12.086, 5.941], [13.455, 11.412, 7.207], [14.623, 11.666, 8.080], [12.256, 11.647, 8.016], [12.006, 10.567, 9.007], [12.342, 9.277, 8.547], [12.119, 8.156, 9.296], [11.390, 8.227, 10.477], [11.038, 9.523, 10.930], [11.341, 10.707, 10.209], [14.265, 11.979, 5.305], [13.142, 13.148, 6.111], [12.572, 11.717, 5.262], [15.546, 11.224, 7.682], [14.501, 11.093, 9.061], [14.919, 12.732, 8.218], [11.442, 11.593, 7.354], [12.391, 12.627, 8.528], [12.790, 9.150, 7.582], [12.323, 7.168, 8.858], [11.107, 7.379, 11.117], [10.519, 9.697, 11.843], [8.725, 11.311, 11.682], [10.049, 11.809, 11.928], [10.992, 11.998, 10.813], [12.239, 12.578, 11.448], [8.734, 10.401, 10.994], [7.959, 11.990, 11.300], [8.448, 10.725, 12.593], [11.989, 13.426, 12.112], [12.843, 13.014, 10.686], [12.883, 11.887, 12.078]]}


Record 7
{"formula": "C13H15BiN", "method": "ωB97M-V with the def2-TZVPD basis set", "relative_energy_kcal_mol": 62.0, "homo_energy_ev": [-2.220, -1.891], "gap_ha": [0.2060, 0.1856], "charge": -1, "e_lumo_ev": [3.39, 3.16], "symbols": ["C", "C", "C", "C", "C", "Bi", "N", "C", "C", "H", "H", "H", "H", "H", "H", "H", "H", "H", "H", "C", "C", "C", "C", "C", "C", "H", "H", "H", "H", "H"], "coordinates": [[-1.167, 1.149, -3.108], [0.166, 1.230, -3.589], [0.936, 1.989, -2.673], [0.045, 2.383, -1.562], [-1.264, 1.836, -1.877], [0.865, 0.453, -0.607], [-1.052, -1.857, -0.630], [-0.907, -3.148, -0.963], [0.511, -2.640, -1.468], [1.944, 2.362, -2.809], [0.529, 0.819, -4.530], [0.258, 3.161, -0.841], [-2.176, 2.088, -1.334], [-2.005, 0.673, -3.634], [0.621, -2.470, -2.543], [-1.534, -3.436, -1.853], [-1.867, -1.680, 0.006], [1.391, -3.102, -1.026], [-0.804, -3.830, -0.167], [0.695, 0.568, 4.337], [1.078, -0.662, 3.765], [0.871, -0.895, 2.393], [0.331, 0.133, 1.625], [-0.159, 1.312, 2.173], [0.060, 1.543, 3.544], [0.887, 0.771, 5.414], [1.541, -1.423, 4.403], [1.137, -1.861, 1.985], [-0.675, 2.051, 1.573], [-0.258, 2.482, 3.997]]}


Record 8
{"formula": "C4H8O2", "method": "ωB97M-V with the def2-TZVPD basis set", "relative_energy_kcal_mol": 66.4, "homo_energy_ev": -8.326, "gap_ha": 0.3444, "charge": 0, "e_lumo_ev": 1.05, "smiles": "C1=COCCO1.[H][H]", "symbols": ["C", "C", "O", "C", "C", "O", "H", "H", "H", "H", "H", "H", "H", "H"], "coordinates": [[-0.719, -0.812, 1.366], [-1.319, 0.170, 0.694], [-0.669, 0.992, -0.188], [0.735, 0.948, -0.004], [1.248, -0.480, 0.175], [0.612, -1.114, 1.273], [-1.257, -1.460, 2.045], [-0.876, -0.218, -2.611], [-0.972, 0.164, -3.241], [-2.369, 0.405, 0.819], [0.992, 1.534, 0.888], [1.181, 1.418, -0.885], [2.320, -0.465, 0.398], [1.091, -1.084, -0.728]]}


no.,largest force on an atom (eV/A)
1,1.6
2,2.1
3,3.8
4,3.4
5,2.5
6,3.0
7,5.5
8,0.3